[1]
Below is a gas-phase ion, C8H13FNO (charge +1) in a non-equilibrium geometry, with properties calculated with wB97M-V/def2-TZVPD.

Output
DFT total energy: -14752.2454 eV
highest occupied orbital energy: -0.5220 Ha
HOMO-LUMO gap: 10.3211 eV

Structure (ORCA input):
```
! RIJCOSX wB97M-V def2-TZVPD def2/J DEFGRID3
* xyz 1 1
C -1.52 -0.61 -1.09
C -0.54 -0.22 -0.25
C 0.82 -0.91 -0.05
O 1.24 -0.95 1.08
C 1.54 -1.36 -1.16
F 1.00 -0.93 -2.31
C 2.33 -2.67 -1.04
C 3.09 -1.37 -1.07
N -0.72 0.88 0.74
C -0.09 2.04 0.14
C -2.06 1.21 1.20
H -2.59 -0.41 -1.10
H -1.15 -1.36 -1.72
H 2.39 -3.35 -1.89
H 2.20 -3.04 -0.08
H 3.54 -1.08 -0.17
H 3.54 -1.03 -1.96
H 0.04 0.57 1.46
H -0.65 2.31 -0.79
H -0.05 2.91 0.67
H 1.03 1.94 -0.01
H -2.67 1.71 0.55
H -2.58 0.29 1.56
H -1.93 1.99 1.89
*
```

***

[2]
Below is a gas-phase ion, C3H8NS (charge -1) in a non-equilibrium geometry, with properties calculated with wB97M-V/def2-TZVPD.

Output
DFT total energy: -15565.7800 eV
highest occupied orbital energy: -0.0784 Ha
HOMO-LUMO gap: 6.0944 eV

Structure (ORCA input):
```
! RIJCOSX wB97M-V def2-TZVPD def2/J DEFGRID3
* xyz -1 1
C -0.41 0.83 1.45
N -0.66 0.83 0.02
C 0.42 0.40 -0.87
C 0.32 -1.19 -0.93
S 1.87 -1.96 -1.48
H 0.13 1.70 1.90
H 0.03 -0.14 1.86
H -1.40 0.94 1.97
H -1.59 0.33 -0.08
H 0.20 0.77 -1.84
H 1.47 0.64 -0.51
H -0.57 -1.40 -1.56
H 0.18 -1.75 0.05
*
```